This record from OMol25 describes C39H37BGeMgN10O as an isolated structure. The level of theory is ωB97M-V with the def2-TZVPD basis set.

Calculated values
LUMO (alpha / beta): 2.685 / 2.685 eV
HOMO level (alpha / beta): -3.61 / -4.19 eV
Kohn-Sham gap (alpha / beta): 6.3 / 6.9 eV
Calculated total energy: -4433.1688 a.u.

Geometry as ORCA input:
```
! wB97M-V def2-TZVPD RIJCOSX def2/J DEFGRID3
* xyz -1 2
Mg 0.32096 -1.42592 1.59238
C 3.12355 -1.48636 -1.46905
C 2.93083 -1.39814 -0.08971
N 1.72841 -1.82866 0.22080
N 1.11688 -2.19284 -0.89467
C 1.93193 -1.98690 -1.94609
B -0.18074 -3.00057 -0.85659
N -0.11594 -4.00079 0.31425
C -0.47821 -5.29441 0.35500
C -0.52595 -5.67934 1.67755
C -0.18455 -4.52155 2.38361
N 0.04704 -3.53667 1.54266
N -1.43017 -2.19191 -0.55718
C -2.60068 -2.14411 -1.21580
C -3.52880 -1.55830 -0.38346
C -2.81650 -1.27405 0.78448
N -1.56673 -1.67061 0.65999
N -0.23410 -3.77198 -2.17252
C 0.66316 -4.72730 -2.50586
C 0.48184 -5.04115 -3.83180
C -0.56273 -4.19843 -4.23551
N -0.97338 -3.44678 -3.23386
H 3.99709 -1.22618 -2.03170
H 3.59704 -1.05283 0.67738
H 1.63238 -2.18682 -2.95474
H -0.68487 -5.85535 -0.53582
H -0.77703 -6.64655 2.06520
H -0.09512 -4.36707 3.44091
H -2.68173 -2.51194 -2.21763
H -4.56234 -1.35916 -0.59125
H -3.15278 -0.79737 1.68657
H 1.36808 -5.10095 -1.78969
H 1.01938 -5.76487 -4.41193
H -1.02183 -4.11148 -5.20114
C 0.42037 -1.09573 5.30217
C 0.81893 -0.56922 3.91406
O 1.32381 -1.49987 3.13164
N 1.73650 0.56850 4.07591
C 1.65887 1.25344 2.81047
C 0.16251 1.15049 2.35561
C -0.56901 2.43470 2.56150
C -1.77836 2.47723 3.13399
C -2.34570 1.29219 3.70757
C -1.59287 0.17261 3.77101
N -0.36119 0.05733 3.20344
H -0.23291 -1.95501 5.18068
H -0.08619 -0.32568 5.88051
H 1.32744 -1.40627 5.81237
H 1.39981 1.17639 4.81998
H 2.28865 0.71934 2.09566
H 1.98983 2.28774 2.89168
H -0.09507 3.32493 2.17364
H -2.32433 3.40853 3.20982
H -3.34724 1.32075 4.10954
H -1.96790 -0.72524 4.24932
C 0.08821 0.62166 0.97044
Ge 0.13557 1.82020 -0.53138
C -0.96423 1.13318 -2.05823
C -0.50821 0.90489 -3.34836
C -1.37052 0.54599 -4.36979
C -2.72265 0.40483 -4.11791
C -3.19753 0.62983 -2.83800
C -2.32633 0.98856 -1.82724
C -0.58080 3.71073 -0.45073
C -1.88902 3.94716 -0.04575
C -2.41235 5.22637 -0.01924
C -1.62544 6.30535 -0.38423
C -0.31609 6.09029 -0.77720
C 0.19364 4.80417 -0.81257
C 2.06565 2.11975 -1.00608
C 2.79316 2.88055 -0.09433
C 4.15525 3.06419 -0.21965
C 4.83599 2.48229 -1.27742
C 4.13686 1.71120 -2.18717
C 2.77411 1.51962 -2.03772
H 0.54142 1.02260 -3.56956
H -0.98173 0.38459 -5.36753
H -3.40257 0.13028 -4.91441
H -4.25348 0.52406 -2.63137
H -2.70440 1.15768 -0.82816
H -2.50207 3.11019 0.26035
H -3.43657 5.38808 0.29450
H -2.03225 7.30874 -0.36067
H 0.31007 6.92923 -1.05463
H 1.21358 4.64174 -1.13522
H 2.26420 3.34787 0.72683
H 4.69075 3.66182 0.50618
H 5.90151 2.62665 -1.39188
H 4.65798 1.25228 -3.01865
H 2.25798 0.89356 -2.74860
*
```

Here are the Mulliken charges for atoms 1 to 2, given in e:
1 Mg 1.64
2 C -1.60